[1]
Density functional theory data (ωB97M-V/def2-TZVPD) for a structure of composition C35H54BCaN9O7.

Last column: Mulliken charge in e.
Element x y z (Å)
1 Ca -0.599 0.940 -1.146  1.50
2 O 2.381 2.681 0.368  -0.50
3 C 3.345 2.269 -0.572  -1.52
4 C 3.139 0.872 -1.139  1.45
5 N 1.941 0.645 -1.954  1.64
6 C 2.012 -0.723 -2.474  1.19
7 C 0.699 -1.210 -3.105  -0.54
8 O 0.759 -1.899 -4.129  -0.88
9 O -0.344 -0.889 -2.458  -0.11
10 C 1.852 1.604 -3.057  -0.88
11 C 1.316 2.979 -2.625  0.42
12 O 1.643 3.965 -3.281  -0.87
13 O 0.549 2.958 -1.598  -0.19
14 H 1.565 2.862 -0.144  0.32
15 H 4.307 2.246 -0.047  0.59
16 H 3.442 3.002 -1.382  0.31
17 H 3.120 0.158 -0.317  -1.64
18 H 4.037 0.650 -1.750  0.32
19 H 2.207 -1.385 -1.624  -1.30
20 H 2.834 -0.835 -3.197  0.39
21 H 1.144 1.221 -3.797  0.38
22 H 2.821 1.736 -3.559  0.30
23 C -0.894 -2.292 4.336  -1.53
24 C -1.154 -2.194 2.867  0.40
25 C -1.768 -3.121 2.066  -1.03
26 C -1.733 -2.573 0.769  -0.49
27 N -1.148 -1.377 0.789  0.76
28 N -0.797 -1.151 2.087  -0.29
29 B 0.168 -0.056 2.548  -0.57
30 N -0.389 1.388 2.408  -0.47
31 N -0.784 2.011 1.255  0.75
32 C -1.270 3.201 1.612  -0.69
33 C -1.181 3.355 3.004  -1.24
34 C -0.632 2.187 3.470  0.71
35 C -0.421 1.836 4.908  -1.42
36 C -1.857 4.249 0.685  3.21
37 C -0.773 5.270 0.311  -1.82
38 C -2.462 3.648 -0.578  -2.01
39 C -2.985 4.979 1.433  -2.18
40 N 1.584 -0.309 1.931  1.79
41 N 1.828 -1.506 1.335  -0.22
42 C 3.133 -1.695 1.381  -0.60
43 C 3.770 -0.604 2.013  -0.83
44 C 2.740 0.240 2.371  0.10
45 C 2.792 1.495 3.174  -1.32
46 C 3.762 -2.955 0.834  2.52
47 C 4.455 -3.698 1.985  -2.11
48 C 2.701 -3.867 0.219  -1.70
49 C 4.809 -2.594 -0.228  -1.55
50 C -2.197 -3.300 -0.478  3.10
51 C -3.018 -2.394 -1.389  -1.55
52 C -0.965 -3.828 -1.223  -1.10
53 C -3.072 -4.496 -0.082  -2.61
54 H -1.346 -3.213 4.710  0.43
55 H -1.326 -1.453 4.884  0.14
56 H 0.174 -2.315 4.556  0.25
57 H -2.187 -4.061 2.384  0.42
58 H 0.308 -0.197 3.734  -0.23
59 H -1.505 4.188 3.605  0.38
60 H -0.808 2.653 5.519  0.42
61 H 0.630 1.693 5.159  0.15
62 H -0.947 0.922 5.181  0.11
63 H 0.000 4.803 -0.297  0.21
64 H -0.319 5.698 1.209  0.39
65 H -1.218 6.083 -0.272  0.42
66 H -1.701 3.300 -1.272  0.28
67 H -3.011 4.428 -1.115  0.53
68 H -3.156 2.837 -0.356  0.42
69 H -2.615 5.518 2.307  0.35
70 H -3.756 4.278 1.757  0.43
71 H -3.443 5.710 0.762  0.46
72 H 4.823 -0.443 2.188  0.46
73 H 3.826 1.835 3.254  0.50
74 H 2.421 1.309 4.185  0.06
75 H 2.204 2.282 2.710  0.16
76 H 3.728 -3.958 2.758  0.38
77 H 5.226 -3.075 2.444  0.33
78 H 4.923 -4.618 1.623  0.49
79 H 1.942 -4.133 0.956  0.31
80 H 3.173 -4.780 -0.157  0.42
81 H 2.181 -3.378 -0.604  0.13
82 H 5.567 -1.922 0.182  0.29
83 H 4.341 -2.094 -1.077  0.20
84 H 5.310 -3.496 -0.594  0.47
85 H -2.405 -1.592 -1.787  -0.09
86 H -3.865 -1.967 -0.850  0.49
87 H -3.396 -2.972 -2.240  0.45
88 H -0.319 -3.002 -1.510  -0.37
89 H -1.268 -4.352 -2.134  0.42
90 H -0.402 -4.519 -0.589  0.41
91 H -3.950 -4.175 0.484  0.46
92 H -2.518 -5.223 0.516  0.43
93 H -3.415 -5.001 -0.989  0.46
94 C -2.382 0.256 -5.584  -0.96
95 N -3.141 0.449 -4.362  0.29
96 C -4.383 -0.091 -4.186  -0.03
97 C -5.004 -0.054 -3.000  -0.95
98 C -4.297 0.492 -1.832  0.22
99 O -4.839 0.534 -0.727  -0.77
100 N -3.015 0.926 -2.036  0.47
101 C -2.484 1.006 -3.264  -0.06
102 O -1.378 1.544 -3.451  -0.58
103 H -3.077 0.077 -6.406  0.39
104 H -1.693 -0.586 -5.482  0.27
105 H -1.797 1.150 -5.783  0.25
106 H -4.826 -0.531 -5.072  0.27
107 H -5.996 -0.460 -2.868  0.39

As for the total charge: -2. As for the LUMO energy: 4.26 eV. For the strongest force on any atom, the calculation gives 0.361 eV/Å. As for the spin multiplicity: 1.

***

[2]
Density functional theory data (ωB97M-V/def2-TZVPD) for an isolated molecule of C3H4ClFS.

Last column: natural (NBO) charge in e.
Element x y z (Å)
1 C -0.568 1.156 -0.025  -0.70
2 C -0.433 -0.277 0.024  -0.10
3 C 0.726 -1.091 0.303  0.15
4 H 0.079 1.663 -0.772  0.26
5 H -1.551 1.344 -0.254  0.26
6 H -0.020 1.649 0.776  0.23
7 H 0.866 -0.835 1.254  0.20
8 F 0.767 -2.445 -0.167  -0.31
9 S -1.823 -0.978 -0.544  0.05
10 Cl 1.957 -0.186 -0.596  -0.03

As for the LUMO energy: -0.65 eV. For the strongest force on any atom, the calculation gives 6.132 eV/Å. As for the spin multiplicity: 1. The structure (SMILES) is CC(=S)[C@@H](F)Cl.

***

[3]
Density functional theory data (ωB97M-V/def2-TZVPD) for a structure of composition C25H27Cl2MoSb.

Last column: natural (NBO) charge in e.
Element x y z (Å)
1 Mo -2.347 -2.633 -0.407  0.90
2 Cl -2.765 -0.745 0.802  -0.40
3 Cl -0.358 -3.275 -1.272  -0.39
4 C -2.465 -3.791 1.079  -0.60
5 H -2.091 -4.829 1.133  0.19
6 H -3.046 -3.536 1.995  0.20
7 C -2.047 -0.597 -2.612  0.10
8 C -2.908 -1.620 -2.360  -0.55
9 H -0.990 -0.708 -2.370  0.22
10 C -4.387 -1.243 -2.159  -0.45
11 H -2.850 -2.475 -3.066  0.30
12 C -4.824 -0.382 -3.360  -0.39
13 H -5.027 -2.132 -2.080  0.22
14 H -4.506 -0.660 -1.235  0.23
15 C -3.965 0.871 -3.441  -0.39
16 H -4.689 -0.995 -4.256  0.19
17 H -5.884 -0.115 -3.296  0.21
18 C -2.445 0.562 -3.447  -0.49
19 H -4.215 1.455 -4.333  0.21
20 H -4.166 1.511 -2.572  0.21
21 H -2.127 0.378 -4.491  0.25
22 H -1.903 1.473 -3.153  0.23
23 C 2.807 -2.404 4.164  -0.22
24 C 1.431 -2.132 4.184  -0.21
25 C 0.832 -1.462 3.108  -0.24
26 C 1.620 -1.034 2.039  -0.34
27 C 2.995 -1.273 2.022  -0.18
28 C 3.587 -1.975 3.083  -0.23
29 Sb 0.603 0.080 0.454  1.09
30 C 0.553 1.924 1.622  -0.36
31 C -0.619 2.683 1.542  -0.24
32 C -0.751 3.837 2.327  -0.21
33 C 0.279 4.215 3.201  -0.21
34 C 1.449 3.447 3.274  -0.23
35 C 1.590 2.298 2.479  -0.17
36 C 2.328 0.470 -0.802  -0.38
37 C 2.838 1.760 -0.974  -0.24
38 C 3.950 1.954 -1.808  -0.21
39 C 4.540 0.864 -2.463  -0.22
40 C 4.018 -0.425 -2.286  -0.23
41 C 2.896 -0.621 -1.468  -0.19
42 H 3.269 -2.947 4.991  0.21
43 H 0.821 -2.443 5.033  0.21
44 H -0.244 -1.271 3.123  0.22
45 H 3.617 -0.920 1.197  0.21
46 H 4.659 -2.181 3.058  0.21
47 H -1.433 2.377 0.880  0.22
48 H -1.661 4.437 2.257  0.21
49 H 0.168 5.105 3.823  0.21
50 H 2.256 3.733 3.952  0.21
51 H 2.507 1.708 2.550  0.21
52 H 2.386 2.613 -0.462  0.22
53 H 4.352 2.961 -1.945  0.21
54 H 5.402 1.018 -3.114  0.21
55 H 4.478 -1.282 -2.783  0.21
56 H 2.479 -1.625 -1.356  0.21

As for the LUMO energy (spin up / spin down): -1.18 / -1.00 eV. For the strongest force on any atom, the calculation gives 2.713 eV/Å. As for the spin multiplicity: 3.

***

What is the formula in the second record?
C3H4ClFS